Computed, not measured: a cluster of 9 separate species, C18H57N15O9 in total at a distorted geometry, with ωB97M-V with the def2-TZVPD basis set.

Element x y z (Å)
C: -2.868 -2.685 0.371
O: -1.491 -2.256 0.418
C: -1.356 -0.805 0.463
C: 0.160 -0.461 0.322
C: 0.322 1.012 0.557
N: 0.624 -0.857 -0.998
H: -3.481 -2.243 -0.415
H: -3.331 -2.455 1.331
H: -2.962 -3.761 0.230
H: -1.857 -0.272 -0.346
H: -1.686 -0.429 1.431
H: 0.714 -1.047 1.055
H: -0.309 1.771 0.096
H: 1.347 1.347 0.397
H: 0.301 1.229 1.625
H: 1.550 -0.457 -1.052
H: 0.750 -1.858 -0.950
C: -3.271 1.305 2.910
O: -3.137 2.357 3.832
C: -3.870 3.421 3.281
C: -3.909 4.564 4.309
C: -4.811 4.102 5.459
N: -4.600 5.732 3.717
H: -4.302 1.058 2.656
H: -2.776 0.450 3.371
H: -2.725 1.496 1.985
H: -3.228 3.827 2.500
H: -4.824 3.184 2.811
H: -2.924 4.696 4.756
H: -4.132 3.545 6.105
H: -5.646 3.423 5.288
H: -5.306 4.927 5.971
H: -4.075 6.104 2.939
H: -4.608 6.450 4.428
C: -2.366 -3.308 -3.142
O: -1.818 -2.923 -4.430
C: -0.592 -3.422 -4.775
C: -0.026 -2.886 -6.107
C: 0.117 -1.311 -6.350
N: -0.845 -3.333 -7.197
H: -3.413 -3.033 -3.015
H: -2.011 -2.619 -2.375
H: -2.213 -4.345 -2.842
H: 0.135 -3.233 -3.985
H: -0.579 -4.497 -4.955
H: 0.925 -3.405 -6.230
H: 0.804 -0.858 -5.635
H: -0.808 -0.758 -6.513
H: 0.696 -1.213 -7.269
H: -0.369 -3.279 -8.086
H: -0.904 -4.336 -7.093
N: 5.380 -0.434 -0.463
C: 4.407 -1.206 -0.616
N: 4.633 -2.337 0.011
O: 3.401 -1.008 -1.311
H: 5.095 0.467 -0.820
H: 6.339 -0.744 -0.395
H: 3.879 -3.000 -0.102
H: 5.245 -2.368 0.814
N: 3.070 1.539 -2.814
C: 3.830 2.363 -2.152
N: 3.435 3.583 -2.190
O: 4.670 2.023 -1.316
H: 2.403 2.019 -3.401
H: 3.251 0.547 -2.753
H: 3.867 4.357 -1.705
H: 2.593 3.863 -2.672
N: -0.481 1.724 -2.547
C: -0.900 1.097 -3.616
N: -1.041 -0.154 -3.341
O: -0.976 1.511 -4.718
H: -0.430 2.733 -2.565
H: -0.382 1.081 -1.774
H: -0.640 -0.458 -2.465
H: -1.162 -0.813 -4.097
N: 1.499 3.309 4.509
C: 0.220 3.571 4.693
N: -0.507 2.499 4.612
O: -0.261 4.697 4.772
H: 1.804 2.349 4.445
H: 2.161 4.031 4.264
H: -0.058 1.643 4.318
H: -1.504 2.659 4.592
N: 1.213 -4.369 0.936
C: 1.688 -4.202 -0.267
N: 0.722 -4.119 -1.089
O: 2.787 -4.453 -0.650
H: 0.260 -4.132 1.175
H: 1.750 -4.887 1.617
H: -0.237 -4.104 -0.774
H: 0.930 -4.034 -2.073
N: 2.930 -1.006 4.919
C: 2.386 -0.428 3.925
N: 3.093 -0.434 2.817
O: 1.324 0.152 3.933
H: 3.798 -1.473 4.700
H: 2.533 -0.765 5.816
H: 4.018 -0.840 2.832
H: 2.951 0.294 2.131

electronic energy = -2218.57219 a.u.
net charge = 0
molecular weight = 627.8 g mol⁻¹
LUMO energy = -0.0226 eV
HOMO-LUMO gap = 8.992 eV
structure (SMILES) = COC[C@H](C)N.COC[C@H](C)N.COC[C@H](C)N.NC(N)=O.NC(N)=O.NC(N)=O.NC(N)=O.NC(N)=O.NC(N)=O

How is the electron density shared among the atoms? According to Löwdin, the charges in e are: C -0.100; O -0.215; C -0.147; C -0.409; C -0.065; N 0.061; H 0.081; H 0.084; H 0.084; H 0.124; H 0.099; H 0.130; H 0.078; H 0.081; H 0.066; H 0.042; H 0.048; C -0.114; O -0.210; C -0.221; C -0.403; C -0.071; N 0.038; H 0.095; H 0.092; H 0.078; H 0.125; H 0.131; H 0.120; H 0.075; H 0.076; H 0.070; H 0.064; H 0.066; C -0.070; O -0.171; C -0.247; C -0.402; C -0.044; N 0.015; H 0.087; H 0.052; H 0.091; H 0.108; H 0.119; H 0.127; H 0.065; H 0.079; H 0.063; H 0.074; H 0.065; N 0.181; C -0.769; N 0.174; O -0.001; H 0.048; H 0.134; H 0.055; H 0.107; N 0.201; C -0.745; N 0.172; O -0.003; H 0.110; H 0.097; H 0.126; H 0.111; N 0.171; C -0.833; N 0.181; O 0.060; H 0.119; H 0.046; H 0.047; H 0.083; N 0.160; C -0.765; N 0.187; O 0.007; H 0.073; H 0.112; H 0.066; H 0.080; N 0.186; C -0.818; N 0.178; O 0.061; H 0.103; H 0.122; H 0.103; H 0.118; N 0.196; C -0.789; N 0.184; O 0.018; H 0.122; H 0.141; H 0.100; H 0.117

---

Computed, not measured: a cluster of 12 separate species, C18H60N12O18 in total at a distorted geometry, with ωB97M-V with the def2-TZVPD basis set.

Element x y z (Å)
N: -2.002 -3.666 1.136
C: -2.161 -2.677 2.009
N: -1.947 -3.300 3.128
O: -2.482 -1.541 1.688
H: -2.364 -3.619 0.194
H: -1.034 -3.955 1.150
H: -2.075 -2.774 3.981
H: -1.622 -4.253 3.213
N: -3.511 -2.401 -2.321
C: -4.692 -1.966 -2.091
N: -4.505 -0.752 -1.648
O: -5.681 -2.427 -2.487
H: -2.618 -1.994 -2.085
H: -3.626 -3.043 -3.092
H: -3.635 -0.484 -1.211
H: -5.292 -0.127 -1.747
N: -1.947 3.857 0.164
C: -1.598 5.054 0.545
N: -0.615 5.030 1.355
O: -1.999 6.068 0.044
H: -2.327 3.654 -0.750
H: -1.533 3.056 0.620
H: -0.599 5.655 2.148
H: -0.293 4.099 1.576
N: -2.382 2.141 -4.373
C: -2.031 2.956 -3.396
N: -1.266 3.916 -3.800
O: -2.559 2.861 -2.255
H: -2.397 2.310 -5.369
H: -2.649 1.187 -4.174
H: -1.022 4.690 -3.200
H: -0.840 3.916 -4.716
N: 2.814 -4.714 1.882
C: 1.720 -4.053 2.008
N: 1.898 -2.752 2.102
O: 0.625 -4.543 1.941
H: 3.748 -4.331 1.914
H: 2.721 -5.720 1.866
H: 2.819 -2.480 1.791
H: 1.145 -2.091 2.235
N: -0.723 0.339 0.827
C: 0.151 0.834 -0.011
N: -0.459 1.304 -1.117
O: 1.313 1.024 0.208
H: -0.456 0.377 1.800
H: -1.483 -0.270 0.562
H: -1.456 1.276 -1.281
H: 0.139 2.005 -1.528
O: 4.192 1.785 0.019
C: 5.073 1.246 0.921
C: 4.523 1.562 2.392
O: 3.221 1.024 2.500
H: 3.320 1.422 0.189
H: 5.485 0.237 0.930
H: 5.893 1.964 0.911
H: 4.431 2.646 2.318
H: 5.075 1.056 3.184
H: 3.174 0.115 2.196
O: 0.562 0.184 4.250
C: -0.278 1.346 4.360
C: 0.497 2.651 4.162
O: 0.902 3.003 2.819
H: 0.030 -0.561 4.540
H: -0.989 1.137 3.561
H: -0.918 1.351 5.242
H: 1.363 2.515 4.809
H: -0.120 3.414 4.637
H: 1.510 2.315 2.539
O: 2.063 -1.233 -2.775
C: 1.089 -2.108 -3.427
C: 0.027 -2.497 -2.442
O: -0.843 -1.391 -2.158
H: 2.557 -0.902 -3.530
H: 0.637 -1.491 -4.204
H: 1.575 -3.042 -3.709
H: 0.524 -2.763 -1.509
H: -0.608 -3.348 -2.689
H: -0.312 -0.812 -1.607
O: -5.117 -0.854 1.940
C: -5.633 -2.090 1.842
C: -6.352 -2.745 3.075
O: -7.233 -1.775 3.747
H: -4.187 -0.887 1.701
H: -6.364 -1.973 1.042
H: -4.878 -2.829 1.575
H: -5.717 -3.040 3.910
H: -6.874 -3.690 2.928
H: -7.188 -0.897 3.360
O: 5.127 -4.269 -2.148
C: 4.162 -3.607 -1.256
C: 4.541 -2.137 -0.837
O: 3.536 -1.755 0.032
H: 4.854 -4.231 -3.068
H: 3.144 -3.753 -1.619
H: 4.141 -4.123 -0.296
H: 4.615 -1.650 -1.809
H: 5.411 -2.369 -0.222
H: 2.795 -1.437 -0.490
O: 1.185 3.685 -1.908
C: 2.400 3.386 -2.534
C: 2.747 4.293 -3.723
O: 3.013 5.593 -3.255
H: 0.841 4.387 -2.465
H: 3.176 3.484 -1.775
H: 2.174 2.353 -2.798
H: 2.046 4.392 -4.552
H: 3.646 3.919 -4.213
H: 3.123 6.119 -4.050

electronic energy = -2733.15908 a.u.
net charge = 0
molecular weight = 732.7 g mol⁻¹
LUMO energy = -0.2580 eV
HOMO-LUMO gap = 8.271 eV
structure (SMILES) = NC(N)=O.NC(N)=O.NC(N)=O.NC(N)=O.NC(N)=O.NC(N)=O.OCCO.OCCO.OCCO.OCCO.OCCO.OCCO

Löwdin population analysis, charges in e, atoms 1 to 99: N 0.140; C -0.700; N 0.190; O 0.005; H 0.097; H 0.057; H 0.123; H 0.126; N 0.157; C -0.862; N 0.173; O 0.106; H 0.055; H 0.123; H 0.098; H 0.125; N 0.180; C -0.831; N 0.174; O 0.030; H 0.044; H 0.085; H 0.121; H 0.064; N 0.167; C -0.683; N 0.197; O -0.020; H 0.113; H 0.112; H 0.129; H 0.122; N 0.184; C -0.776; N 0.194; O 0.027; H 0.120; H 0.132; H 0.076; H 0.112; N 0.197; C -0.740; N 0.175; O 0.072; H 0.081; H 0.076; H 0.088; H 0.079; O -0.046; C -0.268; C -0.185; O -0.105; H 0.038; H 0.103; H 0.112; H 0.124; H 0.116; H 0.072; O -0.085; C -0.230; C -0.193; O -0.071; H 0.072; H 0.098; H 0.120; H 0.120; H 0.119; H 0.045; O -0.075; C -0.196; C -0.213; O -0.102; H 0.087; H 0.128; H 0.118; H 0.118; H 0.127; H 0.040; O -0.047; C -0.297; C -0.176; O -0.102; H 0.036; H 0.120; H 0.106; H 0.095; H 0.107; H 0.064; O -0.072; C -0.207; C -0.233; O -0.090; H 0.071; H 0.105; H 0.083; H 0.120; H 0.128; H 0.072; O -0.082

---

Computed, not measured: a cluster of 12 separate species, C18H60N12O18 in total at a distorted geometry, with ωB97M-V with the def2-TZVPD basis set.

Element x y z (Å)
N: 2.886 1.535 0.639
C: 2.544 1.638 -0.690
N: 2.795 2.867 -1.241
O: 1.956 0.731 -1.272
H: 2.922 0.555 0.892
H: 3.565 2.223 1.081
H: 3.520 3.493 -0.848
H: 2.343 2.998 -2.136
N: 7.219 2.029 1.356
C: 6.009 1.826 1.925
N: 5.876 0.657 2.615
O: 5.142 2.678 1.865
H: 7.565 1.157 1.071
H: 7.290 2.693 0.602
H: 4.936 0.348 2.516
H: 6.538 -0.066 2.337
N: -4.303 2.102 0.229
C: -5.303 1.454 -0.426
N: -5.724 0.198 -0.091
O: -5.812 1.962 -1.422
H: -3.949 2.871 -0.330
H: -3.661 1.698 0.876
H: -6.694 0.133 -0.388
H: -5.448 -0.232 0.792
N: 1.749 -3.002 -0.092
C: 2.438 -3.685 -1.087
N: 1.648 -4.094 -2.123
O: 3.680 -3.898 -1.054
H: 2.214 -2.617 0.734
H: 0.842 -2.584 -0.271
H: 0.702 -3.656 -2.099
H: 2.048 -4.162 -3.053
N: -4.284 3.255 -3.647
C: -4.669 2.371 -4.618
N: -5.584 1.411 -4.182
O: -4.264 2.468 -5.814
H: -4.707 2.945 -2.752
H: -3.455 3.805 -3.601
H: -5.926 1.217 -3.240
H: -5.931 0.744 -4.836
N: 7.172 -2.716 -0.321
C: 6.632 -2.282 0.841
N: 5.416 -2.717 1.136
O: 7.289 -1.490 1.526
H: 6.698 -3.352 -0.923
H: 8.001 -2.335 -0.570
H: 4.893 -2.168 1.816
H: 4.878 -3.361 0.556
O: -1.869 3.759 -5.078
C: -0.729 4.143 -5.927
C: 0.515 3.264 -5.591
O: 0.589 3.300 -4.197
H: -2.703 3.546 -5.488
H: -0.966 4.071 -6.970
H: -0.457 5.187 -5.710
H: 1.376 3.770 -5.986
H: 0.444 2.296 -6.108
H: -0.327 3.311 -3.926
O: 2.993 0.580 4.907
C: 3.637 -0.645 5.035
C: 2.944 -1.748 4.253
O: 3.073 -1.355 2.845
H: 3.590 1.292 4.796
H: 4.677 -0.672 4.724
H: 3.676 -0.796 6.152
H: 1.925 -1.627 4.626
H: 3.401 -2.703 4.374
H: 2.194 -1.181 2.445
O: -1.417 3.698 0.753
C: -1.435 3.433 2.149
C: -1.029 2.036 2.462
O: -1.834 1.055 1.805
H: -0.668 3.275 0.295
H: -0.939 4.205 2.794
H: -2.487 3.542 2.373
H: -1.248 2.024 3.508
H: -0.011 1.829 2.390
H: -1.412 1.010 0.928
O: -2.637 -1.522 3.171
C: -1.681 -2.456 3.567
C: -0.674 -2.688 2.475
O: 0.077 -1.533 2.174
H: -2.309 -0.684 2.762
H: -1.222 -2.147 4.500
H: -2.206 -3.356 3.860
H: -1.071 -3.128 1.555
H: 0.014 -3.490 2.852
H: -0.170 -1.142 1.314
O: -4.674 -2.941 -0.873
C: -5.858 -3.239 -0.093
C: -5.362 -3.315 1.340
O: -5.001 -2.013 1.725
H: -4.479 -1.977 -0.840
H: -6.700 -2.547 -0.246
H: -6.128 -4.219 -0.441
H: -4.608 -4.045 1.344
H: -6.174 -3.590 2.031
H: -4.148 -1.861 2.235
O: -1.352 -2.690 -1.387
C: -1.686 -1.354 -1.852
C: -0.502 -0.383 -1.700
O: -0.265 -0.009 -0.323
H: -2.196 -3.147 -1.275
H: -2.067 -1.339 -2.869
H: -2.473 -0.887 -1.181
H: -0.807 0.561 -2.201
H: 0.475 -0.699 -2.131
H: 0.688 0.295 -0.408

electronic energy = -2733.41109 a.u.
net charge = 0
molecular weight = 732.7 g mol⁻¹
LUMO energy = 0.3715 eV
HOMO-LUMO gap = 10.018 eV
structure (SMILES) = NC(N)=O.NC(N)=O.NC(N)=O.NC(N)=O.NC(N)=O.NC(N)=O.OCCO.OCCO.OCCO.OCCO.OCCO.OCCO

Löwdin population analysis, charges in e, atoms 1 to 99: N 0.170; C -0.625; N 0.174; O 0.003; H 0.087; H 0.084; H 0.126; H 0.093; N 0.177; C -0.670; N 0.185; O -0.006; H 0.068; H 0.111; H 0.059; H 0.048; N 0.201; C -0.638; N 0.171; O -0.028; H 0.108; H 0.060; H 0.117; H 0.080; N 0.176; C -0.607; N 0.150; O -0.033; H 0.085; H 0.058; H 0.090; H 0.111; N 0.160; C -0.593; N 0.149; O -0.035; H 0.067; H 0.075; H 0.066; H 0.087; N 0.187; C -0.666; N 0.194; O -0.021; H 0.100; H 0.063; H 0.081; H 0.075; O -0.110; C -0.169; C -0.245; O -0.070; H 0.025; H 0.108; H 0.118; H 0.106; H 0.118; H 0.054; O -0.037; C -0.286; C -0.168; O -0.123; H 0.070; H 0.103; H 0.135; H 0.118; H 0.113; H 0.053; O -0.070; C -0.238; C -0.222; O -0.089; H 0.091; H 0.138; H 0.114; H 0.121; H 0.105; H 0.058; O -0.084; C -0.234; C -0.236; O -0.086; H 0.086; H 0.119; H 0.125; H 0.120; H 0.133; H 0.055; O -0.103; C -0.209; C -0.244; O -0.113; H 0.060; H 0.116; H 0.111; H 0.103; H 0.124; H 0.081; O -0.083

---

Computed, not measured: a structure of composition C18H60N18O12 at a distorted geometry, with ωB97M-V with the def2-TZVPD basis set.

Element x y z (Å)
C: -0.913 5.952 -1.751
C: -2.041 4.937 -1.700
C: -1.503 3.532 -1.492
O: -2.870 5.277 -0.581
H: -1.335 6.953 -1.815
H: -0.266 5.746 -2.607
H: -0.272 5.872 -0.870
H: -2.566 5.072 -2.651
H: -2.305 2.869 -1.168
H: -0.685 3.499 -0.779
H: -1.091 3.138 -2.428
H: -3.796 5.138 -0.794
C: -5.810 -1.951 -0.796
C: -5.707 -1.472 0.644
C: -4.488 -0.652 0.953
O: -6.932 -0.815 1.050
H: -5.692 -1.178 -1.557
H: -6.808 -2.372 -0.940
H: -5.091 -2.758 -0.947
H: -5.673 -2.387 1.250
H: -4.359 0.227 0.313
H: -3.566 -1.227 0.878
H: -4.526 -0.260 1.972
H: -7.223 -1.262 1.847
C: 4.377 -1.291 -1.896
C: 3.374 -1.064 -3.006
C: 3.637 0.155 -3.847
O: 3.235 -2.216 -3.842
H: 5.392 -1.352 -2.311
H: 4.222 -2.245 -1.383
H: 4.355 -0.527 -1.119
H: 2.408 -0.927 -2.508
H: 4.071 0.941 -3.228
H: 2.740 0.555 -4.322
H: 4.329 -0.141 -4.639
H: 3.151 -2.977 -3.255
C: 0.013 0.052 3.702
O: -0.888 -0.331 2.965
N: 1.077 -0.731 4.026
N: -0.093 1.267 4.365
H: 1.085 -1.671 3.653
H: 1.871 -0.433 4.554
H: 0.591 1.665 4.976
H: -1.017 1.669 4.268
C: 2.418 3.815 -1.293
O: 2.224 3.549 -0.092
N: 3.048 4.971 -1.667
N: 1.953 2.959 -2.247
H: 3.396 5.514 -0.896
H: 3.475 5.098 -2.565
H: 1.637 2.043 -1.923
H: 2.289 3.091 -3.185
C: 1.670 -2.791 -2.915
O: 2.345 -2.886 -1.892
N: 1.731 -3.784 -3.885
N: 0.778 -1.798 -3.160
H: 1.589 -3.541 -4.849
H: 2.352 -4.541 -3.665
H: 0.118 -1.885 -3.906
H: 0.790 -0.994 -2.549
C: -2.357 -4.363 -1.028
O: -2.120 -3.309 -0.454
N: -2.268 -5.552 -0.358
N: -2.737 -4.441 -2.336
H: -2.483 -6.424 -0.806
H: -1.813 -5.608 0.536
H: -2.730 -5.295 -2.859
H: -2.827 -3.588 -2.856
C: 0.639 0.310 -0.216
O: 1.274 0.400 -1.300
N: 0.097 -0.852 0.244
N: 0.415 1.414 0.554
H: 0.218 -1.642 -0.362
H: -0.585 -0.679 0.974
H: 0.910 2.223 0.235
H: 0.067 1.175 1.470
C: -1.350 -3.301 3.096
O: -0.893 -3.675 4.167
N: -2.716 -3.148 2.871
N: -0.640 -3.184 1.939
H: -2.999 -2.928 1.936
H: -3.380 -3.399 3.574
H: -1.035 -3.012 1.021
H: 0.372 -3.278 1.952
C: -2.654 3.645 3.137
O: -2.149 3.617 4.254
N: -3.884 4.196 2.901
N: -2.069 2.994 2.072
H: -4.384 4.101 2.041
H: -4.330 4.541 3.732
H: -1.095 2.785 2.137
H: -2.625 2.862 1.251
C: 2.985 -2.248 1.970
O: 2.282 -3.225 2.250
N: 3.778 -1.622 2.931
N: 3.139 -1.771 0.696
H: 4.155 -2.174 3.676
H: 4.252 -0.781 2.636
H: 2.610 -2.180 -0.070
H: 3.565 -0.868 0.569
C: 4.180 0.441 1.097
O: 4.955 -0.509 1.177
N: 3.136 0.580 1.997
N: 4.284 1.463 0.189
H: 2.634 1.447 2.078
H: 3.192 0.062 2.851
H: 5.174 1.492 -0.271
H: 3.588 2.209 0.210

electronic energy = -2610.49370 a.u.
net charge = 0
molecular weight = 720.8 g mol⁻¹
LUMO energy = 0.2353 eV
HOMO-LUMO gap = 8.680 eV

Löwdin population analysis, charges in e, atoms 1 to 99: C -0.063; C -0.483; C -0.065; O -0.061; H 0.079; H 0.078; H 0.081; H 0.136; H 0.071; H 0.050; H 0.079; H 0.084; C -0.051; C -0.486; C -0.060; O -0.057; H 0.079; H 0.078; H 0.063; H 0.131; H 0.078; H 0.053; H 0.086; H 0.080; C -0.029; C -0.470; C -0.032; O -0.066; H 0.098; H 0.079; H 0.044; H 0.065; H 0.069; H 0.073; H 0.084; H 0.033; C -0.644; O -0.004; N 0.193; N 0.167; H 0.081; H 0.092; H 0.093; H 0.067; C -0.638; O -0.052; N 0.172; N 0.191; H 0.108; H 0.099; H 0.057; H 0.100; C -0.714; O -0.022; N 0.135; N 0.197; H 0.108; H 0.112; H 0.112; H 0.068; C -0.647; O -0.010; N 0.173; N 0.164; H 0.095; H 0.106; H 0.096; H 0.101; C -0.576; O -0.052; N 0.212; N 0.188; H 0.090; H 0.072; H 0.042; H 0.062; C -0.673; O 0.011; N 0.154; N 0.152; H 0.044; H 0.090; H 0.030; H 0.058; C -0.651; O 0.004; N 0.160; N 0.178; H 0.088; H 0.103; H 0.067; H 0.075; C -0.577; O -0.005; N 0.109; N 0.171; H 0.118; H 0.038; H 0.081